The following is a DFT calculation (ωB97M-V/def2-TZVPD) of a 2-piece molecular cluster, C7H15NO overall in a non-equilibrium geometry.

Values from the calculation:
Strongest force on any atom   4.62 eV/Å
Kohn-Sham gap   8.6 eV
HOMO level   -0.2859 Eh

Each line ends with the Mulliken charge.
Geometry (Å):
C -0.724 -0.542 0.911  1.19
C 0.268 -1.167 0.080  -1.25
C 1.134 -0.084 -1.468  -0.59
C -0.510 -0.485 2.409  -1.67
C 0.904 1.666 0.823  -1.37
C 0.253 -0.275 -2.677  -1.06
C -0.187 0.937 0.080  0.92
N -2.101 -0.774 0.583  -0.76
O -1.080 1.473 -0.563  -0.65
H -2.652 0.037 0.862  0.30
H -2.223 -0.832 -0.422  0.30
H 1.218 -1.393 0.550  0.32
H -0.079 -1.908 -0.632  0.44
H 1.595 0.904 -1.478  0.38
H 1.983 -0.769 -1.450  0.35
H 0.545 -0.406 2.671  0.34
H -0.904 -1.394 2.872  0.41
H -1.030 0.372 2.848  0.36
H 1.340 2.408 0.152  0.43
H 0.469 2.163 1.693  0.34
H 1.700 1.005 1.161  0.35
H -0.119 -1.299 -2.770  0.30
H -0.600 0.409 -2.634  0.26
H 0.799 -0.046 -3.599  0.38

Forces on atoms 1 to 3 (eV/Å):
0.3 3.0 -0.8
1.7 0.2 -2.1
-0.2 -1.7 0.6

=====

The following is a DFT calculation (ωB97M-V/def2-TZVPD) of one molecule with the formula C7H15NO in a non-equilibrium geometry.

Values from the calculation:
Strongest force on any atom   6.97 eV/Å
Kohn-Sham gap   10.1 eV
SMILES   [H]/N=C/[C@](C)(O)C(C)(C)C
HOMO level   -0.3380 Eh

Each line ends with the Mulliken charge.
Geometry (Å):
H 3.253 1.214 -0.734  0.22
N 2.466 0.832 -0.229  -0.44
C 1.805 0.068 -0.921  -0.55
C 0.513 -0.727 -0.010  0.89
C 1.133 -0.958 1.361  -1.66
O 0.186 -1.984 -0.680  -0.61
C -0.746 0.178 -0.043  1.85
C -0.883 0.638 -1.608  -1.61
C -0.456 1.429 0.782  -1.48
C -1.940 -0.558 0.322  -2.21
H 2.098 -0.676 -1.664  0.48
H 1.868 -1.808 1.192  0.39
H 1.646 -0.076 1.742  0.41
H 0.301 -1.028 2.108  0.32
H -0.520 -2.426 -0.110  0.38
H -1.453 1.589 -1.493  0.42
H -1.493 0.063 -2.184  0.45
H 0.090 0.929 -2.080  0.31
H 0.002 1.268 1.769  0.33
H 0.345 1.976 0.292  0.44
H -1.387 2.093 0.831  0.35
H -2.747 0.238 0.326  0.43
H -1.917 -0.916 1.371  0.29
H -2.167 -1.360 -0.342  0.63

Forces on atoms 1 to 3 (eV/Å):
0.7 -0.1 -0.1
1.0 2.7 0.1
-3.3 -5.6 2.5

=====

| no. | E_tot (eV) |
| --- | --- |
| 1 | -11036.565 |
| 2 | -11037.413 |